(1)
Below is C22H29F3N2O2 in the gas phase, with properties calculated with the ωB97M-V functional and the def2-TZVPD basis.

Structure (XYZ):
```
58
Properties=species:S:1:pos:R:3:forces:R:3:mulliken_charge:R:1
C -3.0594 1.5364 0.3214 0.1 -0.3 -0.2 -0.56
C -2.4977 0.5557 -0.0744 -0.1 0.3 0.4 -1.09
C -1.7891 -0.6515 -0.4898 0.4 -0.5 -0.4 2.20
O -1.0751 -1.2331 0.6095 0.0 0.1 -0.2 -0.25
C -1.8175 -1.5348 1.7669 -0.1 -0.2 0.3 -0.59
C -0.8479 -2.0762 2.8294 0.3 0.4 -0.4 0.59
O -1.5213 -2.9245 3.7362 -0.2 -0.1 0.2 -0.57
C -0.1854 -1.0010 3.7210 -0.1 -0.5 0.0 -1.51
N 0.7200 -0.0518 3.1261 0.0 0.1 -0.1 0.11
C 0.1179 1.0815 2.4508 0.2 0.3 0.0 -0.01
C 1.1978 2.1452 2.2110 -0.5 0.0 0.0 -1.52
N 2.2616 1.5931 1.3955 0.2 0.1 0.4 0.05
C 2.1958 1.6446 0.0237 0.2 0.0 -0.6 0.75
C 1.6928 2.7836 -0.6310 -0.1 0.0 0.1 -0.56
C 1.6733 2.8821 -2.0047 0.0 -0.1 0.0 -0.90
C 2.1584 1.8586 -2.8033 0.1 -0.2 0.0 -0.71
C 2.6728 0.7367 -2.1731 0.0 0.2 -0.1 -0.37
C 3.1734 -0.4233 -2.9801 0.1 -0.4 -0.2 0.79
F 3.4269 -0.1170 -4.2604 0.0 0.3 -0.1 -0.30
F 2.2825 -1.4404 -3.0136 -0.2 0.0 0.1 -0.24
F 4.3074 -0.9542 -2.4867 0.1 0.1 0.2 -0.29
C 2.6924 0.6182 -0.7927 0.0 0.1 0.1 0.29
C 2.8335 0.4498 2.0760 0.0 -0.4 0.0 -1.69
C 1.7737 -0.6311 2.3139 0.3 0.2 0.1 0.05
C -0.7004 -0.2843 -1.5113 -0.1 0.2 0.1 -0.01
C -1.2946 0.2469 -2.8092 0.1 -0.2 -0.1 -0.68
C -2.2513 -0.7739 -3.4149 -0.2 0.3 0.1 -0.81
C -3.3597 -1.1024 -2.4205 0.1 -0.2 -0.1 -0.83
C -2.7803 -1.6481 -1.1187 -0.1 0.1 0.2 -1.18
H -3.5607 2.4037 0.6342 -0.3 0.5 0.2 0.60
H -2.3528 -0.6504 2.1384 0.0 -0.1 0.0 0.15
H -2.5637 -2.3169 1.5524 0.1 0.1 0.0 0.40
H -0.0664 -2.6386 2.2960 -0.1 0.1 0.0 0.16
H -1.8979 -3.6700 3.2553 0.1 0.1 0.0 0.39
H 0.3709 -1.5553 4.4850 -0.1 0.0 0.0 0.33
H -0.9806 -0.4504 4.2283 0.0 0.0 0.1 0.45
H -0.6657 1.4944 3.0894 -0.1 0.0 0.0 0.64
H -0.3204 0.8121 1.4791 0.0 0.0 0.1 0.00
H 0.7504 3.0167 1.7394 0.1 0.0 0.0 0.37
H 1.6305 2.4464 3.1694 -0.1 0.0 0.0 0.44
H 1.3264 3.6172 -0.0539 0.0 0.1 0.1 0.35
H 1.2776 3.7740 -2.4660 0.0 0.1 0.0 0.40
H 2.1454 1.9318 -3.8783 0.0 0.0 -0.1 0.50
H 3.0836 -0.2924 -0.3708 0.0 -0.1 0.1 0.36
H 3.6862 0.0609 1.5221 0.0 0.0 0.0 0.51
H 3.1924 0.8036 3.0476 0.0 -0.1 -0.1 0.51
H 2.2132 -1.4693 2.8585 0.0 -0.1 0.0 0.56
H 1.3916 -0.9896 1.3447 0.1 0.0 0.0 0.09
H -0.1125 -1.1825 -1.7066 0.0 -0.1 0.0 0.64
H -0.0400 0.4611 -1.0665 0.0 -0.1 0.1 -1.06
H -0.4847 0.4667 -3.5065 0.0 0.1 0.0 0.35
H -1.8304 1.1778 -2.6083 0.0 0.1 -0.1 0.33
H -2.6846 -0.3799 -4.3360 0.0 -0.1 -0.1 0.42
H -1.7000 -1.6833 -3.6631 0.0 -0.1 -0.1 0.30
H -4.0412 -1.8411 -2.8475 -0.1 0.1 0.0 0.40
H -3.9340 -0.1979 -2.2056 -0.1 0.0 0.0 0.32
H -3.5927 -1.8553 -0.4181 0.1 -0.1 0.0 0.47
H -2.2404 -2.5784 -1.3098 0.1 0.0 0.0 0.39
```
Forces are in eV/Å.

Output
Net charge: 0
Largest force on an atom: 0.7 eV Å⁻¹
HOMO level: -7.74 eV
LUMO: 0.68 eV
SMILES string: C#CC1(OC[C@H](O)CN2CCN(c3cccc(C(F)(F)F)c3)CC2)CCCCC1
Energy above the lowest of the compared OMol25 structures with the same formula, charge and spin: 3.8276 eV
Orbital gap: 8.4 eV


(2)
Below is a molecular structure, C11H9I2N2O6SW at a distorted geometry, with properties calculated with the ωB97M-V functional and the def2-TZVPD basis.

Structure (XYZ):
```
32
Properties=species:S:1:pos:R:3:forces:R:3:mulliken_charge:R:1
W 7.6621 5.8489 6.4059 0.7 1.1 -0.3 1.00
I 3.7248 9.5761 2.9698 -0.2 0.5 -0.1 0.11
C 5.5596 9.4520 4.0021 -0.2 0.0 -0.1 -0.40
C 6.3841 10.6081 4.3392 0.6 0.0 -0.1 -0.26
C 7.7147 10.6137 4.5635 -0.5 0.2 0.1 -0.90
I 8.7108 12.4571 4.7462 -0.1 -0.2 0.1 0.19
C 8.5763 9.4231 4.5679 -0.1 0.0 -0.7 1.00
C 9.6730 9.3296 3.6729 -0.3 -0.7 0.8 -0.04
C 10.4094 8.1594 3.5690 -0.2 -0.1 -0.2 -0.81
C 10.0350 7.0498 4.3293 0.0 0.4 -0.2 -0.38
N 9.0005 7.1295 5.1630 -0.1 0.0 0.0 -0.16
C 8.2989 8.2719 5.2727 0.5 -0.8 0.5 0.52
C 5.7233 8.1552 4.0266 0.6 -1.0 0.2 0.60
O 5.8254 6.9839 4.0337 -0.1 1.1 -0.1 -0.45
H 5.9030 11.5833 4.2995 -0.2 -0.3 0.0 0.44
H 9.9214 10.1819 3.0734 0.1 0.3 -0.2 0.51
H 11.2186 8.0843 2.8402 -0.2 0.0 0.4 0.41
H 10.5534 6.1051 4.2565 0.0 -0.1 0.1 0.44
C 4.4817 4.9652 6.1443 -1.3 0.3 -1.1 -1.07
C 5.6137 4.8700 7.0323 1.0 0.3 0.0 0.65
N 5.4330 4.8773 8.3600 -0.2 -0.6 1.0 -0.39
O 6.7313 4.2604 6.5965 0.0 -1.3 -0.1 -0.56
H 3.9305 4.0218 6.0893 0.2 -0.1 0.0 0.35
H 4.7373 5.2952 5.1369 0.1 -0.2 0.2 0.23
H 3.8026 5.6915 6.5537 -0.4 0.4 0.1 0.43
H 4.4984 4.8569 8.7593 0.3 0.1 -0.2 0.24
H 6.1454 4.3789 8.8795 -0.2 0.2 0.2 0.26
O 8.6096 9.4796 7.9133 0.0 -0.5 0.2 -0.48
S 7.7842 8.3317 7.9832 -0.8 -0.4 -0.8 1.27
O 6.5094 8.3205 8.6187 0.9 0.0 -0.3 -0.48
O 7.2951 8.0203 6.2013 -0.3 0.8 -0.1 -0.70
O 8.4808 6.9863 7.9553 0.2 0.7 0.6 -0.57
```
Forces are in eV/Å.

Output
Net charge: +1
Largest force on an atom: 1.7 eV Å⁻¹
HOMO level (spin up / spin down): -11.15 / -11.15 eV
LUMO (spin up / spin down): -4.03 / -4.20 eV
⟨S²⟩: 2.1085
Multiplicity: 3
Energy above the lowest of the compared OMol25 structures with the same formula, charge and spin: 5.4431 eV
Orbital gap (spin up / spin down): 7.1 / 7.0 eV